{
  "formula": "C56H154N14O14",
  "method": "ωB97M-V/def2-TZVPD",
  "symbols": ["C", "C", "C", "O", "C", "N", "H", "H", "H", "H", "H", "H", "H", "H", "H", "H", "H", "C", "C", "C", "O", "C", "N", "H", "H", "H", "H", "H", "H", "H", "H", "H", "H", "H", "C", "C", "C", "O", "C", "N", "H", "H", "H", "H", "H", "H", "H", "H", "H", "H", "H", "C", "C", "C", "O", "C", "N", "H", "H", "H", "H", "H", "H", "H", "H", "H", "H", "H", "C", "C", "C", "O", "C", "N", "H", "H", "H", "H", "H", "H", "H", "H", "H", "H", "H", "C", "C", "C", "O", "C", "N", "H", "H", "H", "H", "H", "H", "H", "H", "H", "H", "H", "C", "C", "C", "O", "C", "N", "H", "H", "H", "H", "H", "H", "H", "H", "H", "H", "H", "C", "C", "C", "O", "C", "N", "H", "H", "H", "H", "H", "H", "H", "H", "H", "H", "H", "C", "C", "C", "O", "C", "N", "H", "H", "H", "H", "H", "H", "H", "H", "H", "H", "H", "C", "C", "C", "O", "C", "N", "H", "H", "H", "H", "H", "H", "H", "H", "H", "H", "H", "C", "C", "C", "O", "C", "N", "H", "H", "H", "H", "H", "H", "H", "H", "H", "H", "H", "C", "C", "C", "O", "C", "N", "H", "H", "H", "H", "H", "H", "H", "H", "H", "H", "H", "C", "C", "C", "O", "C", "N", "H", "H", "H", "H", "H", "H", "H", "H", "H", "H", "H", "C", "C", "C", "O", "C", "N", "H", "H", "H", "H", "H", "H", "H", "H", "H", "H", "H"],
  "positions_angstrom": [[1.077, 5.427, 2.160], [0.810, 6.859, 2.249], [1.940, 7.815, 1.866], [3.105, 7.807, 2.667], [2.864, 8.264, 4.011], [-0.416, 7.043, 1.463], [0.187, 4.935, 2.552], [2.002, 5.124, 2.650], [1.274, 5.089, 1.143], [0.468, 7.105, 3.254], [1.578, 8.835, 1.736], [2.257, 7.558, 0.856], [2.104, 9.045, 3.987], [3.838, 8.468, 4.456], [2.541, 7.457, 4.669], [-1.142, 6.595, 2.004], [-0.727, 8.004, 1.476], [1.464, -2.227, -4.667], [1.025, -3.401, -5.557], [1.434, -3.421, -7.031], [0.977, -4.587, -7.679], [0.940, -4.519, -9.112], [1.469, -4.651, -4.943], [2.498, -1.903, -4.784], [1.301, -2.509, -3.627], [0.871, -1.326, -4.821], [-0.065, -3.412, -5.558], [2.512, -3.468, -7.182], [1.210, -2.528, -7.614], [1.959, -4.512, -9.498], [0.617, -3.527, -9.429], [0.340, -5.353, -9.475], [1.223, -5.342, -5.638], [2.477, -4.712, -4.927], [-6.316, 3.985, 4.609], [-4.886, 4.384, 4.182], [-3.959, 3.279, 3.656], [-3.760, 2.308, 4.663], [-2.954, 1.263, 4.205], [-5.067, 5.392, 3.153], [-6.258, 3.415, 5.536], [-6.738, 3.349, 3.832], [-6.959, 4.843, 4.806], [-4.343, 4.720, 5.065], [-3.050, 3.749, 3.282], [-4.386, 2.728, 2.817], [-2.693, 0.559, 4.995], [-2.002, 1.592, 3.789], [-3.470, 0.663, 3.456], [-5.461, 4.943, 2.338], [-5.829, 6.011, 3.390], [-0.538, -1.858, -0.977], [0.295, -0.563, -0.706], [0.379, -0.105, 0.826], [0.964, 1.147, 1.043], [0.680, 1.764, 2.263], [1.570, -0.826, -1.252], [-1.605, -1.677, -0.847], [-0.284, -2.752, -0.408], [-0.505, -2.068, -2.046], [-0.154, 0.246, -1.282], [0.970, -0.809, 1.411], [-0.656, -0.102, 1.166], [1.348, 2.626, 2.254], [0.920, 1.061, 3.061], [-0.308, 2.224, 2.258], [1.778, -0.497, -2.184], [2.214, -0.303, -0.675], [4.847, 0.219, -5.798], [3.839, 1.180, -5.235], [2.893, 1.703, -6.328], [3.628, 2.473, -7.317], [3.943, 3.858, -6.984], [3.110, 0.734, -4.094], [4.406, -0.707, -6.167], [5.565, 0.033, -4.999], [5.437, 0.629, -6.618], [4.417, 2.066, -4.973], [2.187, 2.343, -5.800], [2.359, 0.878, -6.801], [4.351, 4.386, -7.845], [4.735, 3.925, -6.238], [3.030, 4.357, -6.658], [2.781, 1.547, -3.594], [3.660, 0.186, -3.448], [-4.365, -2.925, 6.407], [-3.932, -3.357, 4.988], [-2.382, -3.332, 4.753], [-1.891, -1.965, 4.494], [-0.433, -1.880, 4.472], [-4.481, -4.691, 4.686], [-3.931, -3.595, 7.149], [-5.439, -2.915, 6.592], [-3.971, -1.962, 6.730], [-4.384, -2.671, 4.272], [-2.041, -3.989, 3.952], [-1.949, -3.750, 5.662], [-0.054, -1.608, 5.457], [-0.189, -1.103, 3.747], [-0.053, -2.766, 3.962], [-4.169, -5.359, 5.377], [-4.308, -5.103, 3.780], [0.830, 5.034, 5.516], [-0.130, 3.861, 5.385], [0.367, 2.537, 6.002], [1.760, 2.285, 5.608], [2.331, 1.237, 6.432], [-1.391, 4.160, 5.992], [1.231, 5.058, 6.529], [0.409, 5.990, 5.206], [1.685, 4.904, 4.853], [-0.348, 3.593, 4.352], [-0.218, 1.675, 5.682], [0.372, 2.556, 7.092], [2.186, 1.263, 7.512], [3.370, 1.239, 6.101], [1.901, 0.290, 6.105], [-1.205, 4.227, 6.983], [-2.068, 3.433, 5.806], [3.446, -3.661, 0.856], [3.681, -3.745, -0.678], [4.557, -5.040, -1.003], [5.084, -5.051, -2.337], [5.991, -4.017, -2.666], [2.394, -3.827, -1.379], [2.992, -4.591, 1.199], [2.800, -2.814, 1.082], [4.406, -3.722, 1.368], [4.159, -2.834, -1.039], [3.779, -5.797, -0.912], [5.260, -5.168, -0.180], [5.523, -3.033, -2.696], [6.460, -4.098, -3.646], [6.774, -3.851, -1.926], [1.997, -2.910, -1.229], [2.522, -3.802, -2.380], [-7.571, -1.587, -2.798], [-6.191, -1.567, -3.469], [-5.109, -0.931, -2.659], [-3.896, -0.786, -3.444], [-2.935, 0.051, -2.873], [-5.872, -2.975, -3.774], [-7.714, -2.270, -1.961], [-8.307, -1.776, -3.580], [-7.823, -0.578, -2.473], [-6.114, -1.100, -4.451], [-4.775, -1.498, -1.790], [-5.339, 0.107, -2.420], [-1.999, -0.133, -3.400], [-2.858, -0.176, -1.810], [-3.113, 1.123, -2.965], [-4.985, -2.955, -4.257], [-5.643, -3.528, -2.960], [-8.073, -1.983, 1.394], [-6.734, -2.722, 1.723], [-5.570, -1.745, 1.576], [-4.361, -2.546, 1.550], [-3.100, -1.883, 1.521], [-6.759, -3.358, 3.036], [-8.085, -0.952, 1.747], [-8.954, -2.509, 1.762], [-8.174, -1.818, 0.321], [-6.619, -3.535, 1.007], [-5.594, -1.038, 2.405], [-5.590, -1.100, 0.698], [-2.359, -2.657, 1.322], [-2.924, -1.330, 2.444], [-3.042, -1.077, 0.790], [-6.851, -2.601, 3.698], [-5.802, -3.666, 3.132], [-2.418, 3.629, 0.546], [-2.250, 3.865, -0.957], [-1.209, 2.902, -1.603], [-0.782, 3.537, -2.855], [-0.070, 2.716, -3.790], [-3.490, 3.610, -1.575], [-2.556, 2.558, 0.696], [-3.358, 4.057, 0.895], [-1.582, 4.032, 1.117], [-1.838, 4.873, -1.023], [-1.652, 1.920, -1.771], [-0.342, 2.768, -0.957], [0.496, 3.309, -4.509], [-0.658, 2.105, -4.475], [0.541, 1.942, -3.325], [-4.093, 4.330, -1.203], [-3.367, 3.707, -2.572], [4.538, 2.819, 2.289], [4.544, 1.604, 1.280], [4.302, 0.233, 1.996], [5.271, -0.040, 3.022], [5.001, -1.337, 3.653], [3.562, 1.779, 0.221], [5.333, 2.686, 3.023], [3.614, 2.766, 2.865], [4.715, 3.784, 1.814], [5.538, 1.578, 0.833], [4.288, -0.574, 1.263], [3.311, 0.251, 2.449], [5.067, -2.171, 2.954], [4.046, -1.373, 4.177], [5.768, -1.498, 4.411], [2.623, 1.644, 0.569], [3.488, 2.725, -0.126], [6.504, 1.187, -2.635], [6.196, -0.154, -1.967], [7.102, -0.726, -0.839], [6.732, -2.076, -0.377], [7.389, -2.389, 0.856], [4.786, -0.178, -1.628], [5.694, 1.505, -3.291], [7.404, 1.031, -3.231], [6.732, 1.896, -1.839], [6.234, -0.890, -2.770], [7.121, 0.009, -0.034], [8.104, -0.831, -1.256], [6.914, -1.874, 1.690], [8.436, -2.087, 0.883], [7.295, -3.461, 1.030], [4.608, -1.010, -1.083], [4.628, 0.544, -0.939], [-2.415, -4.026, -4.205], [-1.962, -4.882, -3.026], [-3.121, -5.759, -2.512], [-4.221, -4.997, -2.096], [-3.925, -4.104, -0.975], [-0.921, -5.733, -3.579], [-1.684, -3.223, -4.309], [-3.319, -3.556, -3.818], [-2.616, -4.533, -5.149], [-1.647, -4.311, -2.153], [-2.832, -6.485, -1.752], [-3.530, -6.445, -3.253], [-3.371, -4.529, -0.139], [-4.851, -3.833, -0.468], [-3.402, -3.181, -1.223], [-0.544, -6.215, -2.775], [-0.145, -5.262, -4.020]],
  "lowdin_spin": [0.000, 0.000, 0.000, 0.001, 0.001, 0.000, 0.000, 0.000, 0.000, 0.000, 0.000, 0.000, 0.000, 0.000, 0.000, 0.000, 0.000, 0.000, 0.000, 0.000, 0.000, 0.000, 0.000, 0.000, 0.000, 0.000, 0.000, 0.000, 0.000, 0.000, 0.000, 0.000, 0.000, 0.000, 0.003, 0.001, 0.002, 0.007, 0.005, 0.001, 0.001, 0.001, 0.000, 0.000, 0.000, 0.001, 0.004, 0.001, 0.001, 0.000, 0.000, 0.002, 0.001, 0.008, 0.003, 0.007, 0.000, 0.000, 0.005, 0.000, 0.000, 0.010, 0.001, 0.000, 0.009, 0.001, 0.000, 0.000, 0.000, 0.000, 0.000, 0.000, 0.000, 0.000, 0.000, 0.000, 0.000, 0.000, 0.000, 0.000, 0.000, 0.000, 0.000, 0.000, 0.000, 0.018, 0.002, 0.035, 0.037, 0.104, 0.002, 0.004, 0.002, 0.008, 0.000, 0.014, 0.014, 0.049, 0.011, 0.041, 0.002, 0.002, 0.003, 0.002, 0.019, 0.013, 0.108, 0.001, 0.002, 0.000, 0.001, 0.000, 0.007, 0.009, 0.024, 0.011, 0.036, 0.002, 0.001, 0.034, 0.002, 0.003, 0.001, 0.000, 0.001, 0.021, 0.008, 0.007, 0.000, 0.001, 0.002, 0.000, 0.000, 0.000, 0.000, 0.000, 0.000, 0.000, 0.000, 0.000, 0.000, 0.000, 0.000, 0.000, 0.000, 0.000, 0.000, 0.000, 0.000, 0.000, 0.000, 0.000, 0.000, 0.001, 0.000, 0.001, 0.001, 0.004, 0.000, 0.001, 0.000, 0.000, 0.000, 0.001, 0.001, 0.004, 0.001, 0.001, 0.001, 0.000, 0.001, 0.000, 0.000, 0.000, 0.000, 0.001, 0.001, 0.000, 0.000, 0.000, 0.000, 0.000, 0.000, 0.000, 0.000, 0.000, 0.000, 0.003, 0.001, 0.006, 0.015, 0.088, 0.000, 0.002, 0.000, 0.000, 0.000, 0.001, 0.008, 0.008, 0.047, 0.020, 0.000, 0.000, 0.000, 0.000, 0.001, 0.001, 0.009, 0.000, 0.000, 0.000, 0.000, 0.000, 0.000, 0.000, 0.002, 0.002, 0.004, 0.000, 0.000, 0.000, 0.000, 0.001, 0.001, 0.002, 0.000, 0.000, 0.000, 0.000, 0.000, 0.001, 0.000, 0.003, 0.000, 0.000, 0.000, 0.000],
  "s_squared": 0.75,
  "total_energy_ev": -110084.9257,
  "e_above_lowest_ev": 0.000,
  "e_homo_ev": [0.4, -6.8],
  "charge": -1,
  "multiplicity": 2
}